No. 1
An isolated ion of composition C26H42BrClF6NO6 and charge +1 in a non-equilibrium geometry, computed with ωB97M-V/def2-TZVPD.

## Properties
E_HOMO   -11.229 eV
Structure (SMILES)   CCOCCOCCOC[C@@H]1[C@@H](C(F)(F)C(F)(F)F)[C@H](CCCCCCOC(C)=O)[C@H](CC(=O)Br)[N@+]1(Cl)C[C@H](C)F
Gap between HOMO and LUMO   6.43 eV
Charge   +1
Energy   -140271.6586 eV

Last column: Löwdin charge in e.
Element x y z (Å)
1 C 4.857 -1.834 2.332  -0.097
2 C 5.694 -0.543 1.882  -0.249
3 O 4.903 0.434 1.130  -0.197
4 C 5.486 0.550 -0.189  -0.190
5 C 4.888 1.756 -1.071  -0.163
6 O 4.007 2.632 -0.318  -0.173
7 C 2.999 3.218 -1.168  -0.166
8 C 1.708 3.705 -0.339  -0.143
9 O 0.637 2.743 -0.548  -0.200
10 C -0.623 3.257 -0.066  -0.138
11 C -1.464 2.223 0.812  -0.193
12 C -1.172 0.685 0.341  -0.078
13 C -0.221 -0.199 1.307  -0.241
14 F -0.053 -1.446 0.601  0.061
15 F -0.785 -0.447 2.581  0.061
16 C 1.256 0.399 1.476  -0.294
17 F 1.305 1.675 2.071  0.110
18 F 1.932 -0.480 2.384  0.081
19 F 2.025 0.335 0.280  0.112
20 C -2.604 -0.036 -0.063  -0.177
21 C -2.603 -1.012 -1.349  -0.163
22 C -2.732 -2.585 -0.948  -0.182
23 C -1.688 -3.375 -1.877  -0.217
24 C -1.756 -4.971 -1.770  -0.187
25 C -1.281 -5.590 -0.366  -0.161
26 C -0.228 -4.708 0.455  -0.186
27 O 0.956 -4.301 -0.280  -0.093
28 C 1.488 -5.349 -1.087  -0.403
29 C 1.559 -5.035 -2.675  0.006
30 O 1.903 -6.422 -0.607  0.081
31 C -3.506 1.298 -0.089  -0.253
32 C -4.134 1.842 -1.451  -0.078
33 C -3.104 2.501 -2.477  -0.691
34 O -3.245 3.732 -2.722  -0.034
35 Br -1.625 1.590 -3.412  0.794
36 N -2.956 2.300 0.933  -0.398
37 Cl -3.319 1.395 2.419  0.972
38 C -3.700 3.578 1.185  -0.122
39 C -2.897 4.783 1.850  -0.275
40 C -2.179 4.487 3.239  -0.051
41 F -3.887 5.821 2.118  -0.055
42 H 4.067 -1.564 3.130  0.072
43 H 4.396 -2.391 1.449  0.079
44 H 5.600 -2.545 2.851  0.084
45 H 6.589 -0.933 1.268  0.120
46 H 6.075 -0.033 2.846  0.131
47 H 5.247 -0.437 -0.745  0.136
48 H 6.632 0.699 -0.163  0.130
49 H 4.357 1.274 -1.979  0.127
50 H 5.778 2.390 -1.452  0.136
51 H 3.470 4.169 -1.632  0.142
52 H 2.632 2.540 -2.012  0.134
53 H 1.927 3.764 0.794  0.143
54 H 1.417 4.769 -0.676  0.140
55 H -0.352 4.139 0.636  0.125
56 H -1.175 3.726 -0.949  0.133
57 H -1.109 2.239 1.894  0.118
58 H -0.609 0.551 -0.662  0.142
59 H -2.749 -0.791 0.791  0.130
60 H -3.467 -0.800 -2.082  0.112
61 H -1.592 -0.910 -1.888  0.078
62 H -2.442 -2.794 0.138  0.094
63 H -3.815 -2.972 -1.063  0.128
64 H -1.968 -3.111 -2.970  0.127
65 H -0.658 -2.918 -1.701  0.097
66 H -1.231 -5.423 -2.688  0.098
67 H -2.871 -5.259 -1.893  0.118
68 H -2.218 -5.747 0.280  0.121
69 H -0.886 -6.653 -0.587  0.124
70 H 0.148 -5.379 1.321  0.139
71 H -0.763 -3.833 0.984  0.113
72 H 0.840 -5.704 -3.249  0.083
73 H 2.618 -5.102 -3.085  0.093
74 H 1.224 -3.940 -2.839  0.083
75 H -4.452 0.941 0.475  0.137
76 H -4.661 0.985 -2.011  0.142
77 H -4.958 2.627 -1.259  0.139
78 H -4.233 4.010 0.254  0.157
79 H -4.564 3.322 1.907  0.135
80 H -2.153 5.287 1.125  0.153
81 H -2.750 3.724 3.894  0.078
82 H -1.119 4.061 3.113  0.085
83 H -2.061 5.417 3.913  0.113

=====

No. 2
C26H42BrHgNOP2 as an isolated structure in a non-equilibrium geometry, computed with ωB97M-V/def2-TZVPD.

## Properties
E_HOMO   -13.910 eV
Gap between HOMO and LUMO   7.35 eV
Energy above the lowest of the compared OMol25 structures with the same formula, charge and spin   0.0 kcal per mole
Charge   +2
Energy   -123958.4623 eV

Last column: Löwdin charge in e.
Element x y z (Å)
1 C -0.406 -4.115 -0.071  -0.014
2 C 0.363 -3.015 -0.541  -0.243
3 C 0.571 -2.953 -1.947  -0.017
4 C 0.003 -3.931 -2.767  -0.108
5 N -0.744 -4.959 -2.323  0.101
6 C -0.919 -5.034 -0.989  -0.109
7 C 0.848 -2.003 0.331  -0.086
8 C 1.582 -1.288 1.098  -0.169
9 C 2.837 -1.114 1.783  -0.242
10 C 3.089 0.058 2.533  -0.055
11 C 4.300 0.249 3.205  -0.092
12 C 5.282 -0.749 3.132  -0.645
13 C 5.065 -1.926 2.396  -0.084
14 C 3.851 -2.104 1.728  0.008
15 Hg -0.219 -0.140 0.933  0.970
16 P -2.301 -0.362 -0.125  0.886
17 H 1.164 -2.139 -2.375  0.121
18 H -0.600 -4.226 1.000  0.128
19 H 0.156 -3.880 -3.855  0.127
20 H -1.517 -5.883 -0.629  0.127
21 H 3.673 -3.017 1.153  0.132
22 H 2.301 0.816 2.570  0.075
23 H 5.843 -2.694 2.349  0.121
24 H 4.482 1.161 3.781  0.116
25 C -3.532 1.038 0.088  -0.379
26 C -4.628 1.255 -0.963  -0.120
27 H -2.907 1.945 0.174  0.059
28 H -3.973 0.892 1.093  0.087
29 H -5.236 2.142 -0.706  0.096
30 H -4.194 1.432 -1.962  0.077
31 H -5.309 0.393 -1.039  0.068
32 C -2.128 -0.574 -1.980  -0.370
33 C -3.144 -1.412 -2.764  -0.116
34 H -1.124 -1.018 -2.098  0.045
35 H -2.059 0.450 -2.390  0.069
36 H -2.843 -1.465 -3.826  0.095
37 H -3.181 -2.449 -2.389  0.074
38 H -4.162 -0.991 -2.725  0.069
39 C -3.207 -1.898 0.441  -0.376
40 C -4.723 -2.027 0.249  -0.122
41 H -2.960 -1.978 1.513  0.078
42 H -2.669 -2.732 -0.045  0.058
43 H -5.076 -2.987 0.668  0.095
44 H -5.266 -1.222 0.774  0.077
45 H -5.016 -2.001 -0.812  0.065
46 Br 6.941 -0.506 4.045  0.801
47 P 0.821 1.744 -0.123  0.906
48 C -0.147 2.522 -1.532  -0.387
49 C 0.161 3.947 -2.013  -0.123
50 H -1.199 2.471 -1.199  0.047
51 H -0.065 1.800 -2.366  0.078
52 H -0.538 4.235 -2.820  0.093
53 H 0.039 4.681 -1.198  0.077
54 H 1.185 4.044 -2.408  0.065
55 C 1.267 3.213 0.966  -0.377
56 C 2.441 4.130 0.597  -0.124
57 H 1.453 2.772 1.961  0.052
58 H 0.328 3.788 1.076  0.086
59 H 2.581 4.903 1.375  0.094
60 H 3.383 3.559 0.529  0.077
61 H 2.287 4.647 -0.363  0.065
62 C 2.449 1.229 -0.900  -0.374
63 C 3.016 1.985 -2.107  -0.124
64 H 2.291 0.167 -1.163  0.062
65 H 3.177 1.210 -0.067  0.077
66 H 3.949 1.501 -2.451  0.093
67 H 2.312 1.976 -2.957  0.075
68 H 3.254 3.035 -1.873  0.066
69 C -0.221 0.380 3.771  -0.117
70 O -0.810 0.807 2.579  -0.343
71 H -1.008 0.115 4.509  0.118
72 H 0.455 1.166 4.167  0.110
73 H 0.361 -0.543 3.578  0.088
74 H -1.526 1.480 2.713  0.157

=====

No. 3
C26H42BrMgN3P2S as an isolated structure in a non-equilibrium geometry, computed with ωB97M-V/def2-TZVPD.

## Properties
E_HOMO (alpha / beta)   -11.567 / -11.540 eV
Gap between HOMO and LUMO (alpha / beta)   2.63 / 2.61 eV
Energy above the lowest of the compared OMol25 structures with the same formula, charge and spin   0.0 kcal per mole
Charge   +2
Energy   -136994.8688 eV

Last column: Löwdin charge in e.
Element x y z (Å)
1 C 2.928 -3.159 -1.229  -0.031
2 C 2.421 -2.027 -1.887  -0.239
3 C 1.746 -2.222 -3.116  -0.008
4 C 1.525 -3.527 -3.583  -0.109
5 N 1.971 -4.593 -2.880  0.068
6 C 2.685 -4.440 -1.742  -0.112
7 C 2.493 -0.791 -1.247  0.043
8 C 2.368 0.343 -0.871  0.050
9 C 3.005 1.540 -0.344  -0.180
10 C 2.248 2.380 0.520  -0.142
11 C 2.790 3.567 1.062  -0.228
12 C 4.057 3.900 0.556  -0.658
13 C 4.745 3.182 -0.415  -0.071
14 C 4.266 1.943 -0.840  0.058
15 Mg 2.327 2.501 2.850  1.110
16 P -1.021 -1.758 0.486  0.878
17 H 1.343 -1.379 -3.673  0.117
18 H 3.456 -3.050 -0.289  0.113
19 H 0.951 -3.715 -4.540  0.137
20 H 3.059 -5.361 -1.206  0.134
21 H 4.815 1.310 -1.594  0.168
22 H 1.217 2.159 0.552  0.039
23 H 5.614 3.605 -0.916  0.128
24 H 2.365 4.168 1.937  0.105
25 C -2.584 -1.755 1.525  -0.421
26 C -3.700 -2.732 1.135  -0.147
27 H -2.953 -0.716 1.458  0.046
28 H -2.269 -1.911 2.574  0.066
29 H -4.566 -2.535 1.786  0.078
30 H -4.026 -2.607 0.090  0.070
31 H -3.408 -3.783 1.294  0.060
32 C -1.534 -2.250 -1.179  -0.434
33 C -1.682 -3.743 -1.515  -0.140
34 H -0.760 -1.836 -1.844  0.046
35 H -2.467 -1.725 -1.433  0.062
36 H -1.990 -3.862 -2.570  0.082
37 H -0.734 -4.295 -1.398  0.062
38 H -2.452 -4.245 -0.905  0.061
39 C -0.045 -3.169 1.165  -0.430
40 C -0.800 -4.400 1.682  -0.146
41 H 0.546 -2.730 1.985  0.034
42 H 0.672 -3.464 0.384  0.050
43 H -0.071 -5.139 2.054  0.077
44 H -1.478 -4.152 2.511  0.066
45 H -1.380 -4.898 0.890  0.058
46 Br 4.724 5.636 0.943  0.853
47 P -1.281 1.809 -0.459  0.947
48 C -2.875 1.167 -1.142  -0.422
49 C -3.990 2.154 -1.351  -0.141
50 H -3.182 0.388 -0.425  0.044
51 H -2.637 0.621 -2.062  0.075
52 H -4.899 1.647 -1.668  0.084
53 H -4.214 2.721 -0.454  0.063
54 H -3.736 2.884 -2.111  0.060
55 C -1.749 3.334 0.555  -0.412
56 C -1.877 4.687 -0.151  -0.150
57 H -0.944 3.372 1.304  0.026
58 H -2.674 3.095 1.103  0.076
59 H -2.054 5.471 0.604  0.078
60 H -0.973 4.966 -0.709  0.062
61 H -2.727 4.694 -0.848  0.067
62 C -0.303 2.493 -1.865  -0.438
63 C -1.069 3.020 -3.059  -0.143
64 H 0.336 1.649 -2.160  0.050
65 H 0.380 3.260 -1.480  0.063
66 H -0.375 3.311 -3.855  0.081
67 H -1.758 2.278 -3.464  0.069
68 H -1.658 3.906 -2.812  0.061
69 N 1.069 0.932 5.618  0.088
70 C 1.387 0.191 4.490  -0.862
71 N 2.787 0.198 4.254  0.019
72 S 0.427 0.146 3.099  0.676
73 H 1.707 0.907 6.422  0.128
74 H 0.082 0.826 5.885  0.128
75 H 2.973 -0.415 3.479  0.083
76 H 3.411 0.027 5.037  0.119

=====

- Which value of energy does entry 3 give?
  -136994.8688 eV

=====

- What is the formula in the third record?
  C26H42BrMgN3P2S